This record from the Open Molecules 2025 dataset describes 8 unconnected molecules or ions with the total composition C30H56BNO10 at a distorted geometry. The level of theory is the ωB97M-V functional and the def2-TZVPD basis.

Structure (XYZ):
```
98
Properties=species:S:1:pos:R:3:forces:R:3
O -0.322598 1.367179 2.186055 0.5473 0.4095 -0.8619
C -0.098212 1.185685 0.766507 1.5215 -1.2076 -0.1098
C -0.397061 -0.350983 0.337827 -0.4030 1.7855 0.2218
O 0.019823 -1.158171 1.458335 0.2338 -1.0523 -1.4632
C -0.231977 -2.554840 1.248269 -1.1919 -0.0982 0.6982
O -0.089616 -2.984566 -0.112181 1.0856 -0.2253 1.9786
C 1.200855 -3.591744 -0.371303 1.0017 -1.2418 -0.8633
B 2.174177 -2.635679 -1.257118 0.1965 0.6904 0.7646
C 3.323034 -1.685618 -0.645437 3.0279 2.5557 1.5614
C 4.339374 -0.941779 -1.514230 -0.4907 -0.0040 3.0414
C 5.352216 -0.035729 -0.869904 -0.0675 -0.1878 -0.9554
N 5.605173 0.269432 0.485655 -4.3107 -3.6521 -2.1136
C 4.661053 -0.454016 1.246275 -0.6449 -0.4073 0.5894
C 3.544777 -1.371942 0.835516 1.4699 0.8007 -2.5313
H 0.544969 1.582469 2.596403 -0.8893 -0.1389 -0.6436
H -0.645485 1.938232 0.115292 0.2898 -0.9887 0.9241
H 1.019315 1.337825 0.561498 -1.6584 -0.1181 0.2302
H 0.212685 -0.515836 -0.613521 -0.9082 -0.1324 1.1870
H -1.506807 -0.516391 0.146591 1.2463 0.1251 0.0945
H 0.423386 -3.121898 1.992442 -0.5520 0.7321 -1.2121
H -1.318533 -2.801612 1.548802 1.3106 0.5432 -0.6681
H 1.756043 -3.960161 0.551743 -1.0491 0.4877 -0.7195
H 0.995670 -4.529624 -1.010685 0.2223 1.2586 0.9905
H 2.004650 -2.596701 -2.428235 0.1819 -0.0993 0.0222
H 4.324289 -1.073776 -2.641121 0.0745 0.3332 1.6597
H 6.051796 0.512332 -1.597103 -1.0927 -0.9117 1.1556
H 4.778523 -0.304311 2.378019 -0.2542 -0.2141 -1.8007
H 2.866837 -1.834008 1.619396 1.0710 0.8131 -1.0328
C -1.823835 -2.278458 -2.534484 0.0901 0.1565 -0.4521
C -2.866060 -2.722565 -3.523795 0.1763 0.3328 -0.4703
C -4.008935 -3.550461 -2.999934 -0.2654 -0.1304 -0.3434
O -2.789565 -2.424989 -4.702244 -0.0917 -0.1358 0.3663
H -1.061809 -1.691074 -3.051232 -0.0755 -0.0891 0.0802
H -2.284192 -1.655548 -1.764879 -0.0191 -0.2306 0.1253
H -1.346387 -3.148110 -2.081153 -0.1526 0.1107 0.1787
H -4.563841 -2.982673 -2.250930 0.1777 -0.0676 0.1088
H -3.628238 -4.478024 -2.566614 -0.0327 0.0896 0.1675
H -4.683041 -3.798910 -3.822549 0.0974 0.0256 0.0641
C 0.353994 0.689610 -5.351854 0.3656 -0.2528 0.3526
C 0.983734 -0.622756 -4.976846 -0.0194 0.1272 0.3779
C 1.450322 -1.515793 -6.096095 0.1547 -0.3669 0.2605
O 1.110039 -0.951330 -3.810753 0.0054 0.1207 -0.4731
H 0.069108 1.222850 -4.448055 0.1488 -0.1529 -0.1987
H 1.068756 1.300587 -5.908535 -0.0922 -0.0646 -0.1824
H -0.540289 0.513633 -5.950831 0.1231 0.1041 -0.0713
H 2.214835 -1.004771 -6.685113 -0.1635 0.0250 -0.1365
H 0.604486 -1.789025 -6.730130 0.0811 0.1423 -0.1042
H 1.882209 -2.426983 -5.676590 -0.0570 0.0970 -0.0388
C -2.694373 3.222341 -2.722594 0.3779 0.1835 -0.0882
C -2.678301 2.147157 -3.777059 0.2369 -0.0906 -0.4866
C -3.775792 1.119793 -3.731795 0.2698 -0.1738 -0.3413
O -1.809626 2.112911 -4.629856 -0.8467 0.4124 0.4454
H -1.846173 3.892737 -2.875997 -0.0940 -0.0834 0.0030
H -3.616803 3.801937 -2.796993 -0.0480 -0.1146 0.1794
H -2.610062 2.771895 -1.731124 -0.2201 0.0459 0.0136
H -4.746452 1.606781 -3.850133 -0.0236 -0.0305 0.2340
H -3.736544 0.578391 -2.784017 -0.2091 0.1667 -0.0308
H -3.639647 0.407110 -4.548086 0.0143 0.0788 0.0840
C -5.507236 0.511138 0.711644 0.3457 0.0587 -0.2217
C -5.494947 -0.565465 -0.337646 0.3995 0.2550 -0.2303
C -6.592973 -1.594602 -0.286942 0.1558 -0.2382 -0.3486
O -4.630128 -0.603999 -1.195394 -0.3211 -0.2084 0.3589
H -4.659751 1.181186 0.552316 -0.0884 -0.0849 -0.0098
H -6.430404 1.090322 0.639123 -0.0607 -0.1173 0.1851
H -5.417943 0.063984 1.704639 -0.2475 0.1263 -0.0638
H -7.563497 -1.108377 -0.403778 -0.0047 -0.0462 0.2133
H -6.552584 -2.134379 0.661409 -0.1735 0.1432 0.0486
H -6.458834 -2.308378 -1.102219 -0.0362 0.0890 0.0866
C 4.486523 3.910966 1.771038 -0.6075 -0.1371 0.0409
C 3.302538 3.448418 0.965045 -0.2169 -0.1111 0.3098
C 3.366449 3.632373 -0.528165 -0.4297 -0.2012 -0.1096
O 2.328673 2.944725 1.496761 0.4123 0.1956 -0.1323
H 4.303370 3.718129 2.825403 -0.0333 0.0394 -0.2826
H 5.380654 3.364773 1.465632 0.0175 0.1589 -0.0291
H 4.632279 4.984565 1.631453 0.1674 -0.0544 -0.1145
H 4.211359 3.072848 -0.935184 0.0816 0.1796 0.0057
H 3.464621 4.693151 -0.768014 0.1965 -0.0596 -0.0356
H 2.446353 3.254927 -0.979715 0.0999 0.0329 0.0424
C -4.326954 -0.400059 5.969535 -0.0919 0.3737 -0.0728
C -4.845655 -0.945179 4.666189 -0.1942 0.3953 -0.3786
C -4.747331 -2.431765 4.448504 -0.1464 -0.0041 -0.3534
O -5.325308 -0.213102 3.821666 0.1574 -0.3499 0.4346
H -4.461927 0.682910 5.987879 0.0149 -0.1386 -0.0340
H -4.882365 -0.836577 6.802326 0.1821 -0.1114 0.0237
H -3.262330 -0.621918 6.067648 -0.0768 -0.1324 0.1284
H -5.321346 -2.958321 5.213729 0.1960 -0.0469 0.0664
H -3.701290 -2.743509 4.479467 -0.0635 -0.0734 0.1839
H -5.158355 -2.682034 3.468449 0.0457 0.0432 0.1126
C 7.072463 3.339048 6.110964 -0.0776 0.3685 -0.0634
C 6.555929 2.770609 4.815755 -0.2147 0.4233 -0.4224
C 6.620627 1.277213 4.639934 -0.1640 -0.0283 -0.3464
O 6.104213 3.489715 3.945383 0.5935 -0.3912 0.7416
H 6.963569 4.425133 6.098191 0.0017 -0.1364 -0.0243
H 6.496816 2.939134 6.948340 0.1868 -0.1084 0.0354
H 8.130201 3.094497 6.228700 -0.0824 -0.1360 0.1481
H 6.024681 0.785688 5.411965 0.1974 -0.0455 0.0836
H 7.658224 0.941091 4.692392 -0.0707 -0.0805 0.1797
H 6.215744 1.011085 3.662059 0.0736 0.0681 0.0767
```
Forces are in eV/Å.

Its net charge is 0. Its gap between HOMO and LUMO is 8.26 eV. The SMILES is OCCOCOCBc1ccncc1.CC(C)=O.CC(C)=O.CC(C)=O.CC(C)=O.CC(C)=O.CC(C)=O.CC(C)=O. As for the HOMO energy: -9.0 eV. The value obtained for the energy above the lowest of the compared OMol25 structures with the same formula, charge and spin is 2.900 eV. As for the LUMO energy: -0.705 eV. Its spin multiplicity is 1.


This record from the Open Molecules 2025 dataset describes 2 unconnected molecules or ions with the total composition C30H56ClF8N3O2PS at a distorted geometry. The level of theory is the ωB97M-V functional and the def2-TZVPD basis.

Structure (XYZ):
```
102
Properties=species:S:1:pos:R:3:forces:R:3
C 0.493972 -0.165459 4.904700 -0.3396 -0.4210 0.8017
C -0.717909 -1.241864 4.615711 -0.3570 0.2175 -0.1341
C -0.512263 -2.151351 3.265962 0.5041 -0.5098 0.2072
C 0.798122 -3.172162 3.344880 -0.6127 0.4374 -1.2664
C 0.629757 -4.183757 2.025397 -0.0492 -0.0780 0.7680
C 0.374790 -5.699593 2.597694 0.3498 0.2585 0.0516
C -0.384184 -6.714318 1.556834 0.4321 -0.1881 0.2925
C -0.314579 -6.272272 -0.020283 -0.8414 -0.5807 -0.6012
C -1.653414 -5.422518 -0.530972 0.0378 -0.4737 0.0312
C -1.373127 -4.567230 -1.922104 0.0734 -0.3564 0.1271
C -2.032431 -3.049343 -1.844868 -0.7156 -0.1228 -0.0863
C -0.989324 -1.900449 -1.305057 0.6165 -0.4406 -1.4239
N -1.521750 -0.740494 -0.490977 0.2476 2.5590 -0.4878
C -1.047493 0.622160 -0.974698 -0.0963 -1.4495 -2.2989
N -1.107518 1.788018 -0.238928 -0.6250 -3.1331 -0.7959
C -0.673365 3.160459 -0.701582 0.1572 1.9568 -2.2320
C 0.834971 3.241885 -1.335032 0.3201 0.3223 0.2350
C 1.933701 2.229674 -0.662088 1.2126 -0.1310 -0.8648
C 2.855627 1.651204 -1.932121 -0.1359 0.8771 0.3549
C 4.232645 0.904332 -1.449012 0.5168 0.5481 -1.4393
C 4.775507 -0.175549 -2.596992 0.2904 -0.6645 0.6963
C 3.751494 -1.429036 -2.857487 -0.1247 0.4251 -0.5152
C 4.478380 -2.775053 -3.490591 -0.9372 -0.8565 0.5057
C 3.943709 -3.176094 -4.995353 0.0405 0.0740 0.4416
O 4.875605 -2.559944 -5.986424 -0.1827 -2.8089 1.3000
C 5.851155 -3.646008 -6.285878 0.1855 0.1014 -1.0598
P -1.831285 1.612119 1.420631 0.1289 0.3379 2.1700
S -1.086282 2.849140 2.725632 -0.0685 -0.7605 -0.8521
N -0.498216 0.467909 -2.375521 -1.1556 -0.6190 3.3633
C -1.278903 1.075073 -3.520119 0.2544 0.2634 -1.6671
C -0.159290 -1.007193 -2.448554 2.2752 -1.8763 0.7899
Cl -0.129551 -1.790418 -4.143917 -0.4077 1.1366 1.6669
H 1.290516 -0.736429 5.570605 -1.3328 1.4362 -1.6867
H 0.935407 0.266674 3.909886 -0.6858 -0.9344 1.9199
H 0.096197 0.751004 5.554186 0.8081 -2.0685 -1.4601
H -0.813719 -1.997580 5.528407 0.1222 1.7359 -1.9052
H -1.724803 -0.611748 4.543951 1.9609 -1.5151 0.0916
H -1.455683 -2.851507 3.057834 1.8700 1.6363 0.5814
H -0.337688 -1.495573 2.291264 -0.4334 -1.1501 1.9613
H 1.788220 -2.549101 3.218095 -1.9565 -1.2389 0.5242
H 0.807936 -3.792937 4.345483 0.0138 1.3386 -2.0269
H -0.306030 -3.860105 1.395822 1.7308 -0.4887 1.2341
H 1.563780 -4.094143 1.316996 -1.7504 -0.3913 1.4464
H -0.291882 -5.585502 3.574675 1.4772 -0.3213 -2.0472
H 1.432963 -6.144197 2.918897 -2.3664 0.9323 -0.6183
H -1.495282 -6.828037 1.943079 2.1704 0.1736 -1.1421
H 0.136487 -7.769182 1.647346 -1.1884 2.1010 -0.1385
H 0.665569 -5.692140 -0.321848 -1.8996 -1.1379 0.8711
H -0.327844 -7.284743 -0.649946 0.1664 2.2619 1.2539
H -2.069043 -4.693518 0.303164 1.0028 -1.4765 -1.5785
H -2.499533 -6.240967 -0.719424 1.7246 1.9475 0.3802
H -1.860268 -5.165561 -2.831652 1.1166 1.5317 1.9539
H -0.197192 -4.524362 -2.118743 -2.5407 0.0561 0.3661
H -2.490275 -2.810865 -2.900819 0.9670 -0.1010 2.1594
H -2.910295 -3.105233 -1.070968 1.5140 0.1531 -1.4470
H -0.169131 -2.572062 -0.756532 -1.7202 2.0676 -0.6436
H -2.555992 -0.668882 -0.356955 1.1858 -0.4708 0.0314
H -0.762454 4.009217 0.099330 -0.1499 -2.3919 -1.0023
H -1.420652 3.464162 -1.580883 1.4856 -0.5985 2.0434
H 0.762788 3.112291 -2.518381 0.2910 0.0399 2.6820
H 1.227352 4.345457 -1.135224 -1.0648 -2.3066 -0.5160
H 1.486465 1.345120 -0.040466 0.6385 1.6030 -1.2462
H 2.687571 2.793018 0.072363 -1.8746 -1.0643 -1.6066
H 2.174105 0.999979 -2.645141 1.4199 1.1602 1.5473
H 3.152562 2.630860 -2.546220 -0.5773 -2.2203 1.1896
H 5.076037 1.748482 -1.410834 -1.8605 -1.8751 0.2640
H 4.128213 0.408533 -0.393668 0.1453 0.8089 -2.0717
H 5.037880 0.329703 -3.621057 -0.6090 -0.7539 2.0399
H 5.786149 -0.636727 -2.179803 -2.0577 0.9885 -0.8611
H 2.900085 -1.103104 -3.624096 1.7478 -0.6027 1.6404
H 3.219407 -1.676632 -1.837405 1.0773 0.3066 -1.8677
H 5.657564 -2.705282 -3.498445 -2.4910 -0.0334 -0.0063
H 4.160202 -3.678201 -2.779701 0.8721 1.8570 -1.4480
H 3.924829 -4.356657 -5.132975 0.1091 2.4760 0.3124
H 2.833762 -2.819029 -5.180813 2.3278 -0.3808 0.3397
H 6.123474 -4.274890 -5.332876 -0.4950 1.2614 -1.8393
H 6.822134 -3.173098 -6.743819 -1.9701 -0.8223 0.9719
H 5.338457 -4.320009 -7.111519 1.2174 1.0638 1.7632
H -3.293721 1.704834 1.311356 1.2607 -0.1952 -0.5573
H -1.579965 0.264987 1.951101 -0.2469 0.9041 -1.3497
H -2.142890 0.328946 -3.796373 1.4569 1.7905 0.4461
H -1.640456 2.182553 -3.333928 0.6672 -2.5111 0.0208
H -0.524974 1.143820 -4.442704 -1.7484 -0.2599 2.0671
H 0.958897 -1.217360 -2.089691 -2.3050 1.2135 -1.0773
C -5.060991 7.236392 4.152032 -0.7013 -0.3661 0.7559
C -4.289088 8.566095 4.086467 0.4429 -0.5481 0.8319
C -4.300934 9.248430 2.723470 0.3431 1.0756 -0.6041
F -3.748880 8.483376 1.752278 -0.1602 0.5233 0.2211
F -3.569703 10.396720 2.761181 -0.2018 -0.2828 0.3070
F -3.023331 8.364991 4.536846 -0.2917 0.1716 -0.3354
F -4.875089 9.413328 4.991877 -0.1051 -0.1246 -0.6547
O -4.285394 6.043185 3.994335 0.6791 0.2470 -1.8856
C -4.001317 5.671267 2.649413 -1.7267 0.4418 1.2751
C -2.507466 5.766876 2.302486 0.8149 0.5262 0.5360
F -2.014732 7.009208 2.529764 -0.1600 -0.6085 0.0435
F -2.292793 5.502404 0.987718 -0.4020 -0.2323 -0.1427
F -4.788345 6.392331 1.816046 0.4502 -0.8690 -0.1702
F -4.416283 4.380246 2.524021 0.6094 0.1918 -0.0986
H -5.464471 7.162233 5.169487 0.3504 0.0656 -0.1469
H -5.947049 7.232788 3.506322 0.3681 0.1462 -0.0442
H -5.316220 9.514289 2.419405 -0.0865 -0.1097 0.1483
H -1.921699 5.059697 2.897038 -0.4392 0.1731 -0.0738
```
Forces are in eV/Å.

Its net charge is +1. Its gap between HOMO and LUMO is 7.34 eV. As for the HOMO energy: -11.4 eV. The value obtained for the energy above the lowest of the compared OMol25 structures with the same formula, charge and spin is 12.338 eV. As for the LUMO energy: -4.087 eV. Its spin multiplicity is 1.